Entry 1:
A structure of composition C27H28Cl2N3O6RuS3 at a distorted geometry, computed with ωB97M-V/def2-TZVPD.

```
70
Properties=species:S:1:pos:R:3:forces:R:3
Ru -1.205223 -0.085024 0.387765 -0.475 -1.995 0.531
C -2.135492 -0.654762 3.681829 -0.113 0.170 0.286
N -1.082086 -1.224667 2.849512 -0.094 0.565 -0.412
C 0.261410 -0.892823 3.315914 0.435 0.266 -0.046
C 0.539948 0.612082 3.379749 -0.260 -0.441 0.244
N 0.285182 1.317049 2.127114 0.187 0.319 -0.050
C 1.446094 1.304480 1.239882 0.312 0.056 -0.197
C -0.159208 2.661719 2.399120 -0.462 0.165 -0.158
C 0.663332 3.588466 3.017658 0.187 0.069 -0.008
C 0.224021 4.875292 3.286368 0.058 0.064 0.127
C -1.076584 5.232666 2.951354 0.139 0.196 0.052
C -1.910901 4.319437 2.348818 -0.015 -0.200 0.018
C -1.480271 3.013540 2.069825 0.436 -0.220 0.155
S -2.591715 1.891292 1.379179 0.127 -1.214 -1.106
C -1.292539 -2.646665 2.742634 -0.148 -0.622 -0.521
C -0.907491 -3.518412 3.751682 0.083 0.144 0.225
C -1.161354 -4.877112 3.680063 -0.023 -0.181 0.034
C -1.811225 -5.392070 2.566918 -0.023 -0.014 0.225
C -2.199576 -4.543782 1.556043 -0.058 0.177 -0.046
C -1.966984 -3.167098 1.624980 0.337 0.298 0.320
S -2.600358 -2.169393 0.357765 0.556 1.871 -0.493
H -2.042875 -0.982160 4.732185 0.013 -0.056 -0.075
H -3.101514 -0.972882 3.288719 0.039 0.052 -0.001
H -2.097990 0.432550 3.639701 -0.095 -0.042 -0.029
H 0.964459 -1.356795 2.623337 -0.089 -0.036 0.119
H 0.461421 -1.285170 4.331372 -0.093 0.057 -0.169
H 1.591669 0.736209 3.697028 -0.138 0.014 -0.023
H -0.089606 1.065579 4.151248 0.104 -0.041 -0.051
H 2.300623 1.857096 1.665764 -0.050 -0.020 -0.001
H 1.170092 1.750030 0.279668 0.126 -0.062 0.150
H 1.747515 0.277369 1.046141 0.006 0.022 -0.053
H 1.668974 3.305643 3.304486 0.067 -0.049 -0.060
H 0.890189 5.588875 3.755804 -0.003 0.006 0.022
H -1.430594 6.235880 3.158782 -0.024 0.025 -0.009
H -2.925553 4.575128 2.081972 -0.093 0.095 -0.029
H -0.408738 -3.137702 4.633364 0.053 0.067 0.011
H -0.857761 -5.531135 4.488844 0.058 0.021 0.001
H -2.017743 -6.452967 2.499401 0.037 -0.043 -0.055
H -2.681930 -4.925086 0.670448 -0.048 -0.078 -0.143
C 2.128644 2.134652 -7.705318 -0.098 -0.014 0.081
C 1.803016 1.559185 -6.355328 0.025 0.056 -0.016
C 2.144328 2.225721 -5.185101 -0.030 -0.065 -0.078
C 1.833178 1.680086 -3.949523 0.025 0.068 0.183
C 1.187529 0.463049 -3.871533 -0.234 -0.267 0.449
C 0.828189 -0.203754 -5.030550 -0.004 -0.078 -0.002
C 1.126135 0.347775 -6.264458 0.056 0.028 0.065
S 0.903428 -0.301035 -2.232789 0.569 0.481 -0.354
O 2.009883 0.191034 -1.445776 -0.237 0.338 0.012
O 0.882468 -1.716263 -2.535736 -0.350 0.145 -0.100
N -0.471703 0.336184 -1.721830 0.240 -0.096 1.491
C -1.491854 0.139478 -2.710988 -1.191 0.050 -0.670
C -2.919934 0.533172 -2.217749 0.898 -0.037 -0.966
O -3.712328 0.927019 -3.074915 -0.316 0.078 -0.385
O -3.150214 0.377563 -1.000475 0.340 -0.330 1.287
H 2.845646 2.948112 -7.624633 0.064 0.081 -0.021
H 1.222078 2.522208 -8.168783 -0.040 0.085 -0.140
H 2.540126 1.372204 -8.365449 0.040 -0.023 -0.069
H 2.659903 3.176897 -5.240937 0.047 0.038 -0.007
H 2.105725 2.174316 -3.028907 0.047 0.080 0.064
H 0.331169 -1.158048 -4.944524 -0.059 -0.091 -0.013
H 0.836055 -0.161399 -7.175492 -0.003 -0.095 -0.030
H -1.549156 -0.921539 -3.012494 -0.144 0.155 -0.037
H -1.272806 0.740778 -3.608848 -0.290 -0.177 0.215
Cl 3.493163 -2.206701 -1.026293 0.471 -0.336 0.001
C 2.601237 -3.060990 0.230042 -0.746 -0.268 -0.455
Cl 3.209687 -2.588981 1.817174 0.346 0.135 0.721
C 1.019538 -2.793680 0.169001 1.225 -1.352 0.041
O 0.377785 -3.809897 -0.016254 -0.352 -0.331 -0.260
O 0.699989 -1.620748 0.408128 -1.173 1.995 0.235
H 2.799474 -4.131075 0.127899 -0.179 0.340 -0.030
```
Positions in Å, forces in eV/Å.

Values from the calculation:
Gap between HOMO and LUMO (alpha / beta)   6.39 / 6.41 eV
E_HOMO (alpha / beta)   -2.17 / -2.20 eV
2S+1   2
Energy relative to the best compared isomer or geometry (same formula, charge and spin)   49.2 kcal per mole
Strongest force on any atom   2.3 eV/Å
Total charge   -2



Entry 2:
An isolated molecule of C5H11NO at a distorted geometry, computed with ωB97M-V/def2-TZVPD.

```
18
Properties=species:S:1:pos:R:3:forces:R:3
C -1.853677 -0.985388 -0.565539 -0.175 -0.040 -0.081
C -1.620308 0.091730 0.482930 -0.245 -0.039 -0.043
N -0.211548 0.177618 0.654101 -0.047 -0.821 0.020
C 0.639681 0.864199 1.529076 0.239 0.381 -0.333
C 0.793658 0.815371 -0.078515 0.294 -0.114 0.447
C 1.990254 0.059119 -0.591240 0.168 0.051 0.367
O 1.811713 -0.612456 -1.821627 -0.306 -0.150 -0.024
H -2.916065 -1.150606 -0.748270 0.022 -0.012 -0.061
H -1.393266 -1.922518 -0.231325 -0.145 0.158 -0.058
H -1.374533 -0.692918 -1.508820 -0.155 -0.037 0.121
H -2.115358 1.038493 0.206336 0.138 -0.026 -0.031
H -2.006116 -0.213753 1.462079 -0.198 0.036 -0.206
H 0.564988 1.882549 1.898855 -0.916 0.168 -0.135
H 0.998891 0.177098 2.323275 0.894 0.564 -0.821
H 0.451777 1.605396 -0.791999 0.371 0.153 1.062
H 2.801665 0.776324 -0.761536 -0.109 -0.133 0.074
H 2.292201 -0.614995 0.218810 0.126 -0.167 -0.210
H 1.146035 -1.295261 -1.676592 0.042 0.026 -0.087
```
Positions in Å, forces in eV/Å.

Values from the calculation:
Gap between HOMO and LUMO   9.75 eV
E_HOMO   -8.67 eV
2S+1   1
Energy relative to the best compared isomer or geometry (same formula, charge and spin)   71.5 kcal per mole
Strongest force on any atom   1.3 eV/Å
Total charge   0



Entry 3:
An isolated molecule of C15H16N2O3S at a distorted geometry, computed with ωB97M-V/def2-TZVPD.

```
37
Properties=species:S:1:pos:R:3:forces:R:3
C -3.286657 -3.124778 -1.354821 0.042 0.015 -0.012
C -2.778913 -2.066049 -0.423889 -0.020 0.122 0.031
C -1.929375 -2.404274 0.625133 0.048 0.006 0.099
C -1.449299 -1.427289 1.472812 -0.037 -0.133 -0.024
C -1.793760 -0.097348 1.292120 -0.090 0.368 0.023
C -2.626477 0.252656 0.237721 -0.037 -0.194 0.032
O -3.021821 1.535363 -0.054886 -0.100 -0.229 -0.068
C -2.322877 2.590137 0.547036 0.114 0.041 0.126
C -0.803476 2.475191 0.376721 -0.020 0.277 0.770
O -0.026480 2.836204 1.235749 -0.277 -0.094 -0.196
O -0.537847 1.935179 -0.790257 -0.079 0.614 -0.334
N 0.654893 1.325044 -1.210257 -0.131 -1.351 -0.766
C 1.836908 1.633420 -0.849573 0.202 0.817 0.257
N 2.294579 2.653473 -0.096310 0.172 0.438 0.243
C 2.868122 0.661227 -1.388279 -0.248 -0.015 0.093
C 2.906347 -0.505436 -0.453707 -0.128 -0.289 -0.048
C 3.826129 -0.796292 0.506039 -0.046 0.090 -0.238
C 3.498602 -1.952759 1.249928 -0.089 -0.158 0.131
C 2.329456 -2.510697 0.847858 -0.205 0.069 -0.298
S 1.600885 -1.643212 -0.445913 0.521 0.091 0.328
C -3.120524 -0.738158 -0.606417 0.028 0.160 0.060
H -2.483081 -3.455165 -2.012823 -0.001 -0.066 -0.083
H -3.638167 -3.990550 -0.796649 -0.047 -0.071 -0.017
H -4.099313 -2.746711 -1.969086 -0.065 -0.031 -0.069
H -1.646348 -3.436142 0.772219 0.017 -0.137 0.029
H -0.793577 -1.693105 2.289335 0.057 -0.010 0.057
H -1.404221 0.641903 1.974682 0.018 0.082 0.067
H -2.670291 3.499372 0.046615 0.088 -0.082 0.118
H -2.535159 2.675267 1.621982 0.127 -0.033 -0.190
H 3.255015 2.627653 0.202794 -0.048 -0.083 -0.079
H 1.636684 3.113582 0.528866 0.116 -0.218 -0.118
H 3.847545 1.137524 -1.444492 -0.018 -0.017 -0.040
H 2.557933 0.334134 -2.380094 0.074 0.148 -0.005
H 4.716806 -0.215947 0.674062 0.150 0.158 -0.020
H 4.107839 -2.342438 2.045577 0.068 -0.098 0.150
H 1.844581 -3.385804 1.232239 -0.067 -0.209 0.120
H -3.767483 -0.438117 -1.415902 -0.092 0.024 -0.129
```
Positions in Å, forces in eV/Å.

Values from the calculation:
Gap between HOMO and LUMO   9.25 eV
E_HOMO   -8.48 eV
2S+1   1
Energy relative to the best compared isomer or geometry (same formula, charge and spin)   77.5 kcal per mole
Strongest force on any atom   1.6 eV/Å
Total charge   0



Entry 4:
A structure of composition C3H4N5 at a distorted geometry, computed with ωB97M-V/def2-TZVPD.

```
12
Properties=species:S:1:pos:R:3:forces:R:3
C -1.549321 0.427050 -0.193600 -0.600 1.204 -1.253
C -0.258414 0.175306 0.433405 -0.883 -2.063 0.797
C 0.035722 -1.376239 0.558195 -0.395 0.396 1.785
N 1.570050 2.074872 -2.365504 0.571 1.366 0.364
N -2.457007 0.815941 -0.793234 -0.064 -0.565 0.623
N 0.526064 0.315856 -1.312360 0.083 -1.257 0.726
N 1.061014 1.286660 -1.711664 0.010 -0.425 -1.519
N 0.058072 1.013744 1.370331 -0.119 0.146 0.249
H -0.365815 -1.841050 1.553798 0.065 1.062 -1.753
H 1.110931 -1.435495 0.730733 0.104 -0.232 -0.656
H -0.333493 -1.947420 -0.307938 0.441 0.261 0.376
H 0.602195 0.490776 2.037840 0.787 0.107 0.260
```
Positions in Å, forces in eV/Å.

Values from the calculation:
Gap between HOMO and LUMO   7.82 eV
E_HOMO   -3.78 eV
2S+1   1
Energy relative to the best compared isomer or geometry (same formula, charge and spin)   55.3 kcal per mole
Strongest force on any atom   2.4 eV/Å
Total charge   -1



Number 1: E -105342.0784 eV. Number 2: E -8898.5988 eV. Number 3: E -35770.8293 eV. Number 4: E -10624.0760 eV.